24
Properties=species:S:1:pos:R:3:lowdin_charge:R:1 method="wB97M-V/def2-TZVPD" e_above_lowest_kcal_mol=18.2 spin_multiplicity=1 gap_ev=9.7 smiles=CC(C)CNCN.O total_energy_ev=-10471.7340
H -1.41 0.23 -1.06 0.0378
H -3.09 1.34 -1.87 0.0175
H -0.35 0.25 3.19 0.1022
H 0.38 2.55 2.39 0.0617
C -0.82 -0.49 -1.58 -0.0888
H 1.48 -1.18 0.82 0.1042
H 1.78 -1.63 -2.65 0.0795
H 1.88 2.02 2.75 0.0571
H -1.35 -1.43 -1.65 0.0817
C 1.29 -1.85 -1.69 -0.0756
O -3.10 2.24 -1.53 -0.0576
C 0.48 -0.87 0.49 -0.2237
H -0.23 -1.66 0.77 0.1237
C 0.50 0.50 2.55 -0.3187
N 0.90 1.85 2.92 0.0001
H 1.33 -0.16 2.78 0.1036
H 1.12 0.26 -1.19 0.1282
H 0.60 -2.67 -1.88 0.0795
H 0.28 1.13 0.56 0.0924
H -3.54 2.16 -0.68 0.0345
H 2.06 -2.19 -1.00 0.0650
N 0.04 0.36 1.17 -0.0698
C 0.59 -0.67 -1.03 -0.4133
H -0.80 -0.09 -2.59 0.0786

24
Properties=species:S:1:pos:R:3:lowdin_charge:R:1 method="wB97M-V/def2-TZVPD" e_above_lowest_kcal_mol=79.1 spin_multiplicity=1 gap_ev=9.6 smiles=C[C@H](N)CN(C)C.O total_energy_ev=-10469.0896
H -2.85 -0.11 1.39 0.0390
H 0.04 2.86 -1.11 0.0402
C -0.22 -1.15 0.28 -0.4675
N 0.70 0.81 -0.66 -0.2932
H 2.48 0.49 -1.43 0.0765
N -1.20 -0.85 -0.77 0.0268
H 1.04 -2.82 0.92 0.0506
H 1.80 -0.39 0.54 0.1388
O -2.04 0.10 1.81 -0.0209
H -1.31 -1.77 -1.14 0.0440
H -0.42 -3.26 0.08 0.0901
H -0.80 -1.34 1.23 0.1194
H 0.37 0.60 1.43 0.1396
H 2.11 2.19 -1.76 0.0690
H 2.59 1.72 -0.13 0.1110
H -1.30 1.81 -0.11 0.1445
H -1.62 0.65 1.24 -0.0889
H 0.28 2.74 0.50 0.1092
C 2.00 1.38 -1.07 -0.1030
H 1.06 -2.75 -0.85 0.1052
C -0.08 2.08 -0.41 -0.1115
C 0.43 -2.51 0.10 -0.0968
C 0.74 0.03 0.49 -0.2160
H -0.89 -0.22 -1.55 0.0938

24
Properties=species:S:1:pos:R:3:lowdin_charge:R:1 method="wB97M-V/def2-TZVPD" e_above_lowest_kcal_mol=167.8 spin_multiplicity=1 gap_ev=6.2 total_energy_ev=-10465.2466
H 2.52 -2.19 0.08 0.2821
N 0.54 -2.24 -0.12 0.0523
H 0.57 1.49 1.79 0.1040
H 1.16 2.42 0.30 0.1210
H -0.12 2.20 -1.74 0.0532
H -1.82 2.14 -1.82 0.0868
N -0.97 1.92 -1.29 -0.0009
H 0.03 -1.73 -1.82 0.0043
H -0.14 -1.92 -3.33 0.0524
H -0.98 -0.91 -0.13 0.1240
H -1.31 2.89 0.60 0.1114
C -0.91 1.95 0.17 -0.2940
C 0.50 1.59 0.67 -0.1839
H -1.49 1.10 0.50 0.0756
C -0.61 -1.10 1.93 -0.0485
H 0.97 0.26 -1.00 0.0961
C 0.94 0.19 0.12 -0.1712
H -0.63 -0.16 2.50 0.0529
H 1.57 -2.23 0.10 -0.0979
H -1.61 -1.53 1.98 0.0556
O -0.22 -1.18 -2.66 -0.1630
H 0.06 -1.80 2.51 0.0720
H 1.96 -0.13 0.27 0.0747
C -0.02 -1.03 0.38 -0.4589

24
Properties=species:S:1:pos:R:3:lowdin_charge:R:1 method="wB97M-V/def2-TZVPD" e_above_lowest_kcal_mol=48.1 spin_multiplicity=1 gap_ev=9.7 smiles=CC(C)CNCN.O total_energy_ev=-10470.4342
C 0.94 1.16 1.61 -0.3963
H 0.26 -1.22 0.49 0.1418
H 2.84 0.23 2.22 0.0687
H -0.62 -2.21 -3.15 0.0702
H 0.31 0.47 2.35 0.1348
H 0.86 1.67 -0.33 0.1014
C 0.63 -0.50 -0.33 -0.1952
H 1.68 -0.87 -0.66 0.1214
C 0.13 -1.92 -2.44 -0.1012
H 0.61 2.17 2.11 0.1386
H -2.22 0.23 -0.86 0.0574
H -2.23 -0.73 -2.20 0.0441
H -0.20 0.31 -2.40 0.1818
H 0.30 -2.76 -1.71 0.0969
O -2.33 0.52 1.58 -0.0832
H 1.10 -1.67 -2.86 0.0714
H -2.03 -1.51 -0.67 0.0855
N 2.32 1.09 1.98 -0.0435
C -1.73 -0.65 -1.28 -0.1136
H 2.91 1.64 1.25 0.1024
N 0.61 0.88 0.23 -0.0849
H -2.57 1.41 1.40 0.0172
C -0.22 -0.68 -1.64 -0.4315
H -1.35 0.42 1.38 0.0159

24
Properties=species:S:1:pos:R:3:lowdin_charge:R:1 method="wB97M-V/def2-TZVPD" e_above_lowest_kcal_mol=8.6 spin_multiplicity=1 gap_ev=9.9 smiles=CC(C)CNCN.O total_energy_ev=-10472.1483
H -1.17 -0.68 1.00 0.1141
H 1.78 -3.67 0.65 0.0293
C 0.24 -0.47 -2.04 -0.0742
H -1.64 0.32 -1.41 0.1329
C -0.18 0.83 0.08 -0.2338
H 0.25 -1.38 -1.45 0.0440
H 0.85 -2.53 0.19 -0.0083
H -1.27 -0.39 3.39 0.0600
H -1.34 2.57 -2.08 0.0733
H -0.09 -0.70 -3.05 0.0775
N -0.45 0.20 3.33 0.0088
C -0.44 1.96 -2.11 -0.0783
H -0.79 1.62 0.54 0.1191
C -0.58 0.62 -1.37 -0.4233
H -0.18 1.78 -3.15 0.0714
H 0.85 1.21 0.10 0.1167
H 1.21 0.50 2.15 0.1105
H 0.84 -1.17 2.54 0.0990
N -0.20 -0.39 0.91 -0.0683
C 0.41 -0.23 2.22 -0.3161
O 0.94 -3.50 0.21 -0.0722
H -0.76 1.15 3.21 0.0545
H 0.42 2.53 -1.75 0.0759
H 1.28 -0.16 -2.12 0.0876

24
Properties=species:S:1:pos:R:3:lowdin_charge:R:1 method="wB97M-V/def2-TZVPD" e_above_lowest_kcal_mol=93.6 spin_multiplicity=1 gap_ev=9.0 total_charge=+2 total_energy_ev=-10452.0717
H 4.11 -1.14 -0.62 0.1999
H 1.85 0.86 -1.64 0.1802
H -5.54 1.34 1.33 0.0607
H 0.76 -2.82 0.39 0.2046
H -0.69 1.37 0.74 0.2119
H -5.27 -0.02 1.84 -0.0210
C -2.40 1.43 -0.29 0.2344
N 3.38 -0.72 0.00 0.1944
O -4.90 0.63 1.38 0.0075
H 3.73 -1.06 0.94 0.1942
C 1.11 0.46 -0.74 -0.1179
H 1.36 1.03 0.21 0.1336
H 1.91 -1.58 -1.20 0.1548
H 0.42 -1.32 1.39 0.0385
C 1.31 -1.67 0.91 -0.0688
N -1.11 1.13 -0.22 0.0562
H 1.73 -2.20 1.81 0.0967
H -2.98 1.62 -1.23 0.1643
C -0.31 0.55 -1.30 -0.1268
H -2.86 1.93 0.47 0.0743
H -0.72 -0.32 -1.60 0.1014
H -0.30 1.11 -2.30 0.1838
C 1.86 -0.90 -0.30 -0.3098
H 3.55 0.29 0.03 0.1531

25
Properties=species:S:1:pos:R:3:lowdin_charge:R:1 method="wB97M-V/def2-TZVPD" e_above_lowest_kcal_mol=8.2 spin_multiplicity=1 gap_ev=9.6 total_energy_ev=-12520.0513
H 0.63 -1.50 -1.14 0.1059
H 2.59 -1.57 0.44 0.1104
H -0.17 0.95 -0.18 0.0725
H -0.01 0.62 2.30 0.0564
H 0.88 2.32 -0.11 0.1084
C 1.90 0.46 0.19 -0.1985
H -2.62 1.30 -0.53 0.0596
C 0.68 1.37 0.38 -0.2644
O -2.80 0.61 -1.18 -0.0743
H -0.49 2.31 1.96 0.0698
H 2.19 0.50 -0.86 0.1088
H -0.69 -1.63 1.48 0.1145
H -1.44 0.01 -2.10 -0.0206
C -0.66 -1.71 0.39 -0.3325
H -3.02 -0.22 -0.68 0.0454
N -1.74 -1.97 -0.22 0.0591
H -0.72 -0.02 -3.48 0.0496
H -1.69 -2.12 -1.22 0.0349
C 0.30 1.56 1.84 -0.1073
H 1.47 -1.07 1.67 0.1083
O -0.70 -0.40 -2.59 -0.0858
H 2.73 0.88 0.77 0.1103
H 1.12 1.96 2.43 0.0754
N 0.60 -1.65 -0.14 0.0065
C 1.68 -0.99 0.60 -0.2123

27
Properties=species:S:1:pos:R:3:mulliken_spin:R:1 method="wB97M-V/def2-TZVPD" s2=0.755 spin_multiplicity=2 gap_ev="9.8 / 6.0" total_charge=+1 total_energy_ev=-16604.1504
H 3.38 -1.05 1.13 -0.0001
H -1.99 0.28 2.18 0.0000
N -1.45 0.87 -1.96 0.2208
H -2.47 0.75 -0.06 0.0051
C -0.86 0.07 2.39 0.0218
H -0.76 0.04 3.39 0.0002
H 0.84 -1.01 -1.12 0.0028
C -0.41 1.37 0.27 0.2891
H 1.33 1.22 -0.74 0.0214
C -0.03 1.31 1.69 0.0156
H 1.24 -2.27 -1.94 0.0005
O 1.47 -1.72 -1.15 0.0005
H -0.35 2.22 2.23 0.0315
H 1.16 2.73 -0.14 -0.0091
H -0.88 -1.19 -2.70 -0.0019
C -1.47 0.96 -0.49 0.2723
O -1.22 -1.63 0.88 0.0101
H -2.36 0.69 -2.34 -0.0029
H -0.76 -2.53 -1.73 0.0000
N 0.68 1.99 -0.54 0.1067
O -0.64 -2.05 -2.51 0.0036
H -1.01 1.69 -2.30 0.0019
H 0.55 -1.34 1.65 0.0034
H 1.07 1.03 1.80 0.0059
O 2.94 -0.44 0.59 0.0021
H 2.42 -0.87 -0.09 0.0002
C -0.43 -1.11 1.63 -0.0016

26
Properties=species:S:1:pos:R:3:lowdin_charge:R:1 method="wB97M-V/def2-TZVPD" e_above_lowest_kcal_mol=48.5 spin_multiplicity=1 gap_ev=9.1 smiles=NP(#[PH2])NCCCCCO total_energy_ev=-29047.5276
H 2.20 0.17 -1.04 0.1248
C 1.36 -0.73 0.84 -0.2472
C 2.28 0.24 0.11 -0.1989
H 0.37 -0.25 1.09 0.0528
H 0.06 1.56 0.65 0.0045
N -1.46 -0.93 -0.57 -0.3130
H -4.25 -0.61 1.64 -0.1399
O 0.83 2.08 0.18 -0.1742
H -2.33 0.99 -2.11 0.0275
P -4.15 0.08 0.34 0.5575
H -1.80 -1.59 0.18 0.0688
H 2.70 2.29 0.27 0.1019
H 1.81 1.72 1.89 0.1486
H -4.18 1.28 0.85 -0.2481
C -0.18 -1.43 -0.98 -0.3276
H 0.35 -2.55 0.86 0.1052
H 1.90 -1.04 1.77 0.1236
C 2.00 1.65 0.76 -0.2871
H 0.39 -0.62 -1.50 0.1215
H -1.30 2.12 -1.55 0.0475
P -1.94 0.58 0.17 0.5924
C 0.76 -1.95 0.04 -0.2155
H 1.57 -2.60 -0.45 0.1317
H 3.32 -0.23 0.16 0.1229
H -0.40 -2.32 -1.49 0.0897
N -2.16 1.56 -1.27 -0.2695

24
Properties=species:S:1:pos:R:3:lowdin_charge:R:1 method="wB97M-V/def2-TZVPD" e_above_lowest_kcal_mol=58.0 spin_multiplicity=1 gap_ev=10.6 total_charge=+1 total_energy_ev=-9907.1991
C -0.57 0.73 -0.49 -0.2644
H 0.08 2.51 0.49 0.1073
H 0.95 -2.37 -2.93 0.0497
H 1.64 1.45 3.67 0.0441
N 0.02 2.00 -0.39 0.1774
N -1.68 0.49 0.35 0.1897
H -1.99 -0.46 0.52 0.1067
H 0.71 2.29 -1.06 0.1138
H -1.72 -1.00 -1.93 0.1173
C 1.02 1.01 2.98 -0.1529
H -0.85 -2.09 -0.92 0.1349
C -0.03 -1.99 -2.95 -0.0752
H -0.67 -3.02 -2.97 0.1367
H 1.13 -0.34 -1.49 0.2097
H 1.23 -1.19 3.65 0.0999
H -0.14 -1.53 -3.96 0.0898
H 1.53 -1.01 1.91 0.0555
C 1.55 -0.41 2.85 -0.1664
H -2.12 1.10 1.08 0.1504
H 2.60 -0.35 3.08 0.0510
C -0.71 -1.32 -1.73 -0.3005
H 1.08 1.65 2.16 0.0090
H -0.07 0.98 3.19 0.0719
N 0.10 -0.32 -1.18 0.0445